This record from the OMol25 dataset describes a gas-phase ion, C3H6NO2 (charge -1). The level of theory is ωB97M-V/def2-TZVPD.

Positions of all 12 atoms, in Å:
1 C 0.44 1.53 0.29
2 C -0.82 0.70 0.05
3 O -1.91 1.29 0.15
4 N -0.67 -0.53 -0.42
5 C 0.38 -1.64 -0.11
6 O 0.51 -2.50 -1.07
7 H 1.37 0.96 0.17
8 H 0.39 2.07 1.23
9 H 0.49 2.23 -0.54
10 H -1.49 -1.00 -0.77
11 H 1.33 -1.10 0.14
12 H -0.02 -2.02 0.89

Computed properties:
- spin multiplicity = 1
- molecular weight (Da) = 88.09
- SMILES = CC(=O)NC[O-]
- energy relative to the best compared isomer or geometry (same formula, charge and spin) (kcal per mole) = 32.29
- charge = -1
- HOMO level (eV) = -2.98
- largest force on an atom (eV/A) = 0.84